Record 1
The following is a quantum chemistry calculation of 2 unconnected molecules or ions with the total composition C3H10N2O4P, from the OMol25 dataset.

The geometry in XYZ format:
```
20
Properties=species:S:1:pos:R:3
C 0.42 1.83 -0.68
C 1.21 -0.18 0.26
C 2.43 -1.03 0.07
N -1.49 -1.09 -0.83
N 2.75 -2.19 0.44
O -3.92 -1.17 0.33
O -2.70 1.13 0.11
O -1.93 -0.50 1.74
O 1.57 1.15 -0.14
P -2.54 -0.55 0.21
H 0.60 2.86 -1.08
H -0.38 1.91 -0.09
H 0.18 1.38 -1.57
H 0.91 -0.33 1.30
H 0.26 -0.61 -0.22
H 3.42 -0.57 -0.27
H -1.72 -1.95 -1.27
H 2.02 -2.76 0.83
H -3.63 1.32 -0.14
H -0.99 -0.62 1.74
```

Calculated values
Kohn-Sham gap: 8.4 eV
Net charge: -1
DFT total energy: -872.2179 Ha
ΔE to the lowest compared entry with this formula, charge and spin: 0.0 kJ/mol

---

Record 2
The following is a quantum chemistry calculation of C21H16F3N3O3 in the gas phase, from the OMol25 dataset.

The geometry in XYZ format:
```
46
Properties=species:S:1:pos:R:3
O 1.05 -1.85 1.45
F -4.85 7.59 2.50
F -3.92 6.70 0.67
F -2.70 7.64 2.32
N 4.22 -4.01 1.11
N 4.36 -3.23 -1.09
O -3.63 5.62 2.73
O -1.41 -2.46 -2.10
C 0.64 -1.85 0.27
C 3.62 -3.65 -0.06
C 5.59 -3.99 1.23
C 5.70 -3.16 -1.02
C 6.28 -3.56 0.16
C -3.18 3.36 2.69
C -2.30 4.67 0.84
C -2.38 -0.42 -1.80
C -2.91 2.17 1.98
C -1.99 3.48 0.16
C -2.68 0.71 -1.10
C -0.96 0.11 0.51
C -2.94 4.61 2.11
C -1.40 -1.32 -1.35
C -0.54 -1.01 -0.21
C -2.34 2.19 0.74
C -1.96 1.01 0.07
N 1.33 -2.59 -0.65
C -3.82 6.91 1.99
C 2.10 -3.82 -0.34
C -0.03 -2.75 -2.73
C 1.25 -2.22 -2.10
H 6.07 -4.27 2.20
H 6.21 -2.76 -1.89
H 7.38 -3.44 0.31
H -3.77 3.20 3.51
H -1.92 5.63 0.45
H -2.80 -0.60 -2.81
H -3.26 1.28 2.38
H -1.42 3.41 -0.79
H -3.57 1.26 -1.61
H -0.26 0.30 1.38
H 2.05 -4.58 -1.10
H 1.82 -4.40 0.47
H -0.12 -3.84 -2.73
H -0.03 -2.25 -3.72
H 1.34 -1.16 -2.43
H 2.07 -2.64 -2.62
```

Calculated values
Kohn-Sham gap: 8.8 eV
Structure (SMILES): O=C1c2cc(-c3ccc(OC(F)(F)F)cc3)ccc2OCCN1Cc1ncccn1
DFT total energy: -1499.3360 Ha
ΔE to the lowest compared entry with this formula, charge and spin: 254.7 kJ/mol

---

Record 3
The following is a quantum chemistry calculation of a molecular structure, C6H7F4P, from the OMol25 dataset.

The geometry in XYZ format:
```
18
Properties=species:S:1:pos:R:3
C 0.22 0.34 -0.27
C -1.34 0.08 -0.14
C 1.46 0.75 0.52
C -1.52 -1.23 -0.15
C 2.53 -0.24 -0.10
C -2.31 1.21 0.09
F 1.06 0.36 1.80
F -2.61 -2.01 -0.18
F 2.77 0.20 -1.41
F 3.73 -0.26 0.56
P 0.48 -1.51 -0.21
H 0.45 0.52 -1.31
H 1.83 1.85 0.67
H -1.80 2.11 -0.12
H -2.62 1.10 1.09
H -3.23 1.21 -0.51
H 0.53 -2.34 -1.28
H 0.37 -2.16 0.95
```

Calculated values
Kohn-Sham gap (alpha / beta): 5.7 / 7.6 eV
Spin multiplicity: 3
DFT total energy: -973.3135 Ha
ΔE to the lowest compared entry with this formula, charge and spin: 287.0 kJ/mol

---

Record 4
The following is a quantum chemistry calculation of C6H12N2O in the gas phase, from the OMol25 dataset.

The geometry in XYZ format:
```
21
Properties=species:S:1:pos:R:3
C 0.43 1.69 -0.02
C 0.93 -2.04 1.21
C 1.54 1.48 -1.02
C -0.63 -0.75 -0.05
C -1.01 0.63 -0.41
N -1.49 -1.80 -0.25
C -2.28 1.02 -0.55
O 0.87 1.84 1.29
N 0.55 -0.85 0.48
H 1.41 1.06 1.51
H -0.10 2.62 -0.24
H -2.24 -1.66 -0.91
H -1.09 -2.73 -0.26
H 0.74 -1.94 2.28
H 2.00 -2.26 1.09
H 0.48 -3.00 0.92
H 2.17 0.62 -0.76
H 1.14 1.34 -2.02
H 2.21 2.35 -1.01
H -2.52 2.03 -0.88
H -3.13 0.36 -0.40
```

Calculated values
Kohn-Sham gap: 9.5 eV
Structure (SMILES): C=C(/C(N)=N/C)[C@H](C)O
DFT total energy: -420.4948 Ha
ΔE to the lowest compared entry with this formula, charge and spin: 233.9 kJ/mol

---

Record 5
The following is a quantum chemistry calculation of 2 unconnected molecules or ions with the total composition C10H16, from the OMol25 dataset.

The geometry in XYZ format:
```
26
Properties=species:S:1:pos:R:3
C 1.77 0.49 -2.46
C 0.64 1.70 -0.54
C 0.56 0.77 -1.58
C -0.46 2.00 0.24
C -0.67 0.18 -1.84
C -1.67 1.40 -0.02
C -1.79 0.48 -1.08
H 1.63 2.18 -0.25
H -0.39 2.71 1.07
H 1.62 -0.49 -2.96
H 2.62 0.39 -1.84
H -0.73 -0.54 -2.68
H -2.61 1.63 0.53
H -2.78 0.03 -1.26
H 1.92 1.20 -3.23
C 0.46 -1.41 1.72
C -0.35 -1.33 3.00
C 0.87 -2.86 1.49
H -0.15 -1.04 0.88
H 1.36 -0.81 1.80
H 0.19 -1.76 3.85
H -1.21 -1.96 2.90
H 1.38 -3.29 2.37
H 0.01 -3.46 1.31
H -0.68 -0.35 3.21
H 1.62 -2.97 0.70
```

Calculated values
Kohn-Sham gap: 10.1 eV
Structure (SMILES): Cc1ccccc1.CCC
DFT total energy: -390.6230 Ha
ΔE to the lowest compared entry with this formula, charge and spin: 33.9 kJ/mol

---

Record 6
The following is a quantum chemistry calculation of a gas-phase ion, C4H6NO5S (charge -1), from the OMol25 dataset.

The geometry in XYZ format:
```
17
Properties=species:S:1:pos:R:3
C -2.12 -1.35 0.65
C -2.32 -0.11 0.31
C -1.28 0.98 0.38
C 1.14 1.04 -0.22
N -0.25 0.61 -0.46
O 1.11 -1.45 0.91
O -1.30 2.03 1.02
O 3.33 -0.30 0.79
O 2.13 -1.07 -1.28
O 1.72 1.38 -1.41
S 2.07 -0.60 0.16
H -3.01 -1.95 0.56
H -1.06 -1.55 0.91
H -3.26 0.15 0.07
H 1.39 1.93 0.32
H -0.10 -0.32 -0.82
H 1.83 0.57 -1.90
```

Calculated values
Kohn-Sham gap (alpha / beta): 5.3 / 5.9 eV
Net charge: -1
Spin multiplicity: 3
DFT total energy: -985.0311 Ha
ΔE to the lowest compared entry with this formula, charge and spin: 0.0 kJ/mol

---

Record 7
The following is a quantum chemistry calculation of C6H15NO in the gas phase, from the OMol25 dataset.

The geometry in XYZ format:
```
23
Properties=species:S:1:pos:R:3
C -0.48 -0.12 -0.63
C 0.22 0.41 0.60
C -1.41 -1.31 -0.48
C 0.87 -0.61 -1.58
C 0.95 -0.60 1.49
C 1.07 1.67 0.39
N -1.06 0.94 1.55
O -1.14 0.91 -1.33
H -1.55 0.53 -2.12
H -1.64 1.56 0.97
H -1.66 0.16 1.81
H -0.97 -2.12 0.10
H -1.66 -1.72 -1.47
H -2.35 -1.01 -0.02
H 1.10 0.22 -2.26
H 1.80 -0.91 -1.10
H 0.59 -1.46 -2.19
H 1.94 -0.82 1.09
H 1.21 2.17 1.36
H 1.08 -0.18 2.49
H 0.40 -1.54 1.60
H 0.60 2.39 -0.28
H 2.06 1.42 0.01
```

Calculated values
Kohn-Sham gap: 9.7 eV
Structure (SMILES): CC(C)(N)C(C)(C)O
DFT total energy: -367.5729 Ha
ΔE to the lowest compared entry with this formula, charge and spin: 153.2 kJ/mol

---

Record 8
The following is a quantum chemistry calculation of 2 unconnected molecules or ions with the total composition C4H12O, from the OMol25 dataset.

The geometry in XYZ format:
```
17
Properties=species:S:1:pos:R:3
C -0.97 -2.85 1.45
O -1.08 -1.78 0.45
H -0.41 -1.16 0.73
H -0.57 -3.82 0.91
H -1.91 -2.96 1.97
H -0.17 -2.77 2.14
C 0.68 1.48 -1.30
C 1.57 1.33 -0.02
C -0.78 1.35 -0.88
H 1.00 0.79 -2.10
H 0.74 2.43 -1.75
H 2.21 0.52 -0.14
H 2.16 2.30 0.23
H -1.34 1.81 -1.70
H 0.79 1.17 0.73
H -0.99 1.94 0.09
H -0.94 0.24 -0.81
```

Calculated values
Kohn-Sham gap: 11.5 eV
Structure (SMILES): CCC.CO
DFT total energy: -234.7748 Ha
ΔE to the lowest compared entry with this formula, charge and spin: 151.8 kJ/mol